Computed, not measured: C4H9ClN3 as an isolated structure, with the ωB97M-V functional and the def2-TZVPD basis.

```
17
C4H9ClN3 the ωB97M-V functional and the def2-TZVPD basis
C -0.95845 -1.42967 0.36789
C -1.64792 -0.39069 -0.07499
C 1.23219 -0.37013 0.26426
C 0.63351 0.91960 -0.36991
N -0.47567 0.50733 -1.21581
N 0.38671 1.86652 0.67583
N 0.40680 -1.54500 -0.13500
Cl -3.16162 0.21912 0.13473
H -1.30271 -2.16758 1.07037
H 2.26018 -0.52282 -0.06051
H 1.21472 -0.26269 1.34862
H 1.36793 1.36785 -1.05401
H -1.01644 1.29563 -1.55443
H -0.39642 1.61432 1.26623
H 0.26579 2.81364 0.34430
H 0.84007 -2.42605 0.16229
H 0.35133 -1.48939 -1.16989
```

## Properties
Total charge: +1
Gap between HOMO and LUMO, eV: 10.130



Computed, not measured: C23H39N7O6P3S2Sr as an isolated structure, with the ωB97M-V functional and the def2-TZVPD basis.

```
81
C23H39N7O6P3S2Sr the ωB97M-V functional and the def2-TZVPD basis
Sr 0.88704 -0.04933 -0.43445
C 2.29207 4.54157 0.63902
P 2.49473 2.73122 0.82589
C 2.85759 2.61434 2.61765
C 4.25237 2.53155 0.24280
C 4.46294 2.75184 -1.25777
P 3.29534 1.80297 -2.33963
C 4.13056 0.17497 -2.27358
C 3.94755 2.32065 -3.98439
H 3.12764 5.07906 1.09503
H 1.35903 4.81024 1.13598
H 2.21264 4.81489 -0.41389
H 3.70518 3.25548 2.87711
H 3.09752 1.57992 2.86869
H 1.98721 2.89906 3.20514
H 4.55307 1.51743 0.52543
H 4.89378 3.22188 0.80224
H 5.48688 2.49352 -1.54743
H 4.32516 3.81383 -1.48848
H 5.21403 0.24198 -2.41760
H 3.70006 -0.49236 -3.01235
H 3.94944 -0.31238 -1.31318
H 5.02637 2.15834 -4.04280
H 3.73238 3.37324 -4.17539
H 3.45513 1.72710 -4.75517
O 1.74803 -1.19953 -2.71268
N 1.42571 -2.44726 -2.81983
C 0.78283 -2.88164 -3.92726
C 0.48415 -4.20776 -4.13275
C 0.81780 -5.13173 -3.14049
C 1.41984 -4.67767 -1.98927
C 1.74907 -3.31996 -1.79734
S 2.56674 -2.75470 -0.40824
H 0.55113 -2.08182 -4.61279
H -0.01104 -4.48827 -5.05137
H 0.60233 -6.18564 -3.26682
H 1.69419 -5.34783 -1.18715
N -6.40429 1.09134 3.75255
C -5.01745 1.28486 3.60357
C -4.45976 1.41249 2.33173
C -3.10587 1.64858 2.18312
C -2.30088 1.75871 3.30822
C -2.84081 1.64146 4.57537
C -4.20065 1.41489 4.72435
S -0.57592 2.04516 3.05968
O -0.45685 3.17648 2.16567
O 0.03849 2.20344 4.36228
N -0.05288 0.77436 2.24436
C 0.04590 -0.42660 2.80542
N -0.50560 -0.73455 4.01071
C -0.38011 -1.97590 4.42694
C 0.27526 -2.97031 3.70862
C 0.80556 -2.57308 2.49202
N 0.70848 -1.33656 2.02773
H -6.82662 0.62408 2.96460
H -6.65256 0.62506 4.61176
H -5.09008 1.31406 1.45430
H -2.64656 1.72059 1.20402
H -2.18305 1.71772 5.43069
H -4.63627 1.32804 5.71416
H -0.82986 -2.20225 5.39224
H 0.36998 -3.98383 4.06949
H 1.33672 -3.27089 1.85291
N -3.33905 1.12623 -2.80971
C -3.48826 0.03342 -1.79278
P -2.55722 -1.28681 -2.49355
O -3.28088 -1.79327 -3.73976
O -1.10097 -0.97034 -2.72281
C -2.57516 -2.65891 -1.26464
N -1.88915 -3.69727 -2.09629
H -3.74085 1.99423 -2.47042
H -3.69744 0.91578 -3.75126
H -2.32430 1.26785 -2.88160
H -4.53486 -0.24089 -1.66707
H -2.19512 0.64743 -0.41243
H -3.57078 -3.00768 -0.99907
H -1.99351 -2.42708 -0.37530
H -2.43452 -3.77305 -2.96947
H -1.73872 -4.60651 -1.65791
H -0.97938 -3.30766 -2.38169
O -1.25063 0.59997 -0.32364
```

## Properties
Total charge: -1
Gap between HOMO and LUMO, eV: 5.954



Computed, not measured: C18H36F11N3O15S5Y as an isolated structure, with the ωB97M-V functional and the def2-TZVPD basis.

```
89
C18H36F11N3O15S5Y the ωB97M-V functional and the def2-TZVPD basis
Y -0.81921 -3.94044 -2.98257
N 1.31590 -2.19763 -1.33411
S 1.51155 -0.79306 -0.93913
O 2.22454 0.06257 -1.84250
O 1.36853 -0.40706 0.43319
F 0.04548 -0.53621 -1.51576
S 2.77262 -2.67198 -0.56770
O 2.82057 -2.73456 0.89954
O 3.93516 -2.30435 -1.31213
F 2.69821 -4.21203 -1.05293
C 1.65000 -2.40129 7.24924
C 1.12615 -2.05487 5.87293
C 1.03372 -0.57059 5.58936
C -0.11572 0.11552 6.45224
N -0.22905 1.67290 6.27928
C -1.51281 2.27302 6.90189
C -1.62924 3.56484 6.06518
C -0.84439 3.47636 4.71997
C -0.35526 2.03142 4.77570
C 1.06975 2.39510 6.81053
H 2.71746 -2.59935 7.15232
H 1.20239 -3.30564 7.66144
H 1.49139 -1.59543 7.96585
H 0.19443 -2.58698 5.68095
H 1.75188 -2.54027 5.12396
H 0.66688 -0.58196 4.56301
H 1.93088 0.04573 5.53142
H 0.06385 -0.13962 7.49662
H -1.12500 -0.23555 6.23732
H -1.12296 2.46259 7.90198
H -2.40404 1.65147 6.81530
H -1.31870 4.48598 6.55828
H -2.64521 3.74452 5.71357
H -0.07416 4.24581 4.66708
H -1.55217 3.67675 3.91562
H 0.55483 1.81099 4.21781
H -1.13010 1.36020 4.40529
H 1.03432 3.45200 6.54630
H 1.93115 2.00627 6.26746
H 1.02696 2.36464 7.89926
C -3.01549 2.95689 -0.42202
O -2.79883 3.26447 -1.80837
C -2.68836 4.63370 -1.96969
C -2.32994 4.99039 -3.40863
N -1.05803 4.33560 -3.97378
H -1.33902 3.36551 -3.98179
H -0.84440 4.51072 -4.94528
C 0.28919 4.39425 -3.24752
C 0.88531 5.87134 -3.18720
O -0.05507 6.72503 -2.61837
C 0.38259 8.06019 -2.89516
H -2.09273 3.02214 0.15449
H -3.48556 1.97590 -0.49136
H -3.82883 3.62239 -0.13270
H -1.97288 5.04833 -1.25957
H -3.64669 5.10703 -1.75597
H -2.06123 6.03519 -3.56447
H -3.09878 4.67641 -4.11461
H 0.91133 3.67307 -3.77756
H 0.02785 4.14852 -2.21825
H 1.12558 6.20856 -4.19549
H 1.81400 5.88088 -2.61663
H 0.03154 8.45273 -3.84951
H 1.45261 8.16494 -2.71577
H 0.02136 8.78668 -2.16728
C -2.85453 -1.53576 -7.50510
F -2.43168 -0.64986 -8.42715
F -4.19525 -1.51817 -7.46844
F -2.45209 -2.73545 -7.93848
S -2.04356 -1.25285 -5.78721
O -1.93260 0.21022 -5.59102
O -2.84721 -1.89886 -4.71092
O -0.77692 -1.97227 -5.66163
C 0.91753 -9.28225 -0.93143
F 1.35796 -9.28998 -2.19134
F 0.73486 -10.61208 -0.62124
F 1.80109 -8.64566 -0.14635
S -0.80066 -8.35634 -0.86677
O -1.35710 -8.57441 0.43927
O -0.35416 -6.95974 -1.12885
O -1.55851 -8.97060 -1.91556
C 3.43952 -7.71903 -6.01854
F 2.42181 -8.62576 -6.17707
F 4.27349 -8.08578 -5.09925
F 4.10841 -7.74538 -7.11782
S 2.77076 -5.84542 -5.72691
O 3.93585 -5.03701 -5.18326
O 2.32903 -5.43226 -7.07600
O 1.62784 -5.86602 -4.80949
```

## Properties
Total charge: +1
Gap between HOMO and LUMO, eV: 3.238



Among the records above, which one has the highest gap between HOMO and LUMO? C4H9ClN3



Among the records above, which one has the highest gap between HOMO and LUMO? C4H9ClN3